ORCA calculation (ωB97M-V/def2-TZVPD) on 2 unconnected molecules or ions with the total composition C4H5N2O5 in a non-equilibrium geometry.

As for the gap between HOMO and LUMO: 0.3307 Ha. The energy relative to the best compared isomer or geometry (same formula, charge and spin) is 0.000 eV. The value obtained for the LUMO energy is 3.759 eV.

```
! wB97M-V def2-TZVPD RIJCOSX def2/J DEFGRID3
* xyz -1 1
C 1.08 -0.97 0.19
C -1.16 -0.12 -0.59
C -4.04 -0.17 -0.03
C 0.60 1.48 0.30
N 0.72 -2.17 -0.31
N 0.17 0.08 -0.16
O -1.44 -1.10 -1.24
O -4.05 -0.35 1.12
O 2.07 -0.82 0.82
O -1.97 0.78 -0.25
O -4.56 0.01 -1.08
H -0.36 2.00 0.29
H 0.88 1.45 1.33
H 1.31 1.97 -0.35
H -0.22 -2.06 -0.78
H 1.11 -3.05 -0.09
*
```

Atomic partial charges in e from the natural (NBO) method, atoms 1 to 8: 0.7982 0.8849 1.0710 -0.4177 -0.8913 -0.5349 -0.7395 -0.5688